{"formula": "C4H7NO2", "method": "wB97M-V/def2-TZVPD", "lumo_ev": 0.85, "orbital_gap_ev": 10.180, "smiles": "C[C@]1(C=O)CN1O", "symbols": ["O", "O", "N", "C", "C", "C", "C", "H", "H", "H", "H", "H", "H", "H"], "positions_angstrom": [[0.795195, -2.030403, 0.699037], [-1.646190, 1.245728, -1.391856], [0.437997, -0.689828, 0.860466], [1.140509, 1.172698, -0.543527], [0.019132, 0.204201, -0.155246], [-0.903329, -0.344791, 1.064189], [-1.126538, 0.182518, -1.126459], [0.827929, 1.982492, -1.202848], [1.715349, 1.554719, 0.301284], [-1.545453, -0.769595, -1.484591], [-1.248757, 0.237097, 1.909322], [1.291569, -2.145651, 1.522181], [1.836551, 0.533512, -1.118440], [-1.612614, -1.136238, 0.752714]], "atomic_forces_ev_per_a": [[-0.180, -0.735, -0.003], [0.299, -0.571, -0.380], [0.037, 0.330, 0.217], [-0.173, 0.192, 0.145], [0.086, 0.069, -0.164], [0.063, 0.256, 0.379], [-0.081, 0.008, -0.227], [-0.130, -0.035, 0.223], [-0.287, 0.032, 0.019], [0.012, -0.134, -0.055], [0.377, 0.144, 0.153], [0.074, -0.365, -0.367], [-0.262, 0.181, 0.202], [0.166, 0.629, -0.141]]}

{"formula": "H3N3O", "method": "wB97M-V/def2-TZVPD", "lumo_ev": 0.14, "orbital_gap_ev": 9.834, "symbols": ["O", "N", "N", "N", "H", "H", "H"], "positions_angstrom": [[-1.779583, 1.619131, -0.034127], [0.493434, -0.389319, 0.756126], [0.061824, 0.014686, -0.346593], [-0.500001, 0.258742, -1.305796], [-2.324291, 2.163223, -0.813997], [1.076521, -1.013666, 1.086066], [-2.960630, 2.058007, 0.372308]], "atomic_forces_ev_per_a": [[-9.021, 5.182, -0.599], [-5.901, 6.762, -2.997], [0.946, -3.364, 0.413], [2.023, -0.286, 1.566], [3.133, -2.071, 1.442], [3.939, -4.020, 0.362], [4.880, -2.202, -0.186]]}

{"formula": "C2H3N3O", "method": "wB97M-V/def2-TZVPD", "lumo_ev": 0.44, "orbital_gap_ev": 10.313, "smiles": "Oc1ncn[nH]1", "symbols": ["O", "N", "N", "N", "C", "C", "H", "H", "H"], "positions_angstrom": [[-0.418143, 1.084843, 1.643628], [-1.249950, 0.048643, -0.304921], [0.918347, -0.084470, 0.104859], [0.734840, -0.757630, -1.083440], [-0.302051, 0.360725, 0.523793], [-0.549461, -0.631373, -1.274477], [1.488995, -0.562157, 0.784218], [0.406571, 1.579332, 1.760586], [-1.029148, -1.037914, -2.154247]], "atomic_forces_ev_per_a": [[0.011, 0.035, -0.002], [0.160, 0.307, 0.019], [-0.193, -0.114, 0.271], [-0.407, -0.268, 0.055], [-0.034, -0.040, -0.219], [0.061, -0.138, -0.243], [0.582, 0.231, -0.092], [-0.215, -0.108, 0.131], [0.034, 0.095, 0.080]]}

{"formula": "C15H60AlNO12P", "method": "wB97M-V/def2-TZVPD", "lumo_ev": 1.94, "orbital_gap_ev": 5.400, "charge": -1, "symbols": ["P", "Al", "O", "O", "O", "O", "O", "O", "O", "O", "O", "O", "O", "O", "N", "C", "C", "C", "C", "C", "C", "C", "C", "C", "C", "C", "C", "C", "C", "C", "H", "H", "H", "H", "H", "H", "H", "H", "H", "H", "H", "H", "H", "H", "H", "H", "H", "H", "H", "H", "H", "H", "H", "H", "H", "H", "H", "H", "H", "H", "H", "H", "H", "H", "H", "H", "H", "H", "H", "H", "H", "H", "H", "H", "H", "H", "H", "H", "H", "H", "H", "H", "H", "H", "H", "H", "H", "H", "H", "H"], "positions_angstrom": [[3.941884, 0.518858, 2.332528], [1.921648, -0.651970, 1.711133], [4.442797, 3.053767, -5.812313], [3.070786, 0.674369, -1.703795], [-9.216425, -0.666823, 1.848166], [6.760433, 0.083079, -7.243588], [-2.536344, -1.375838, 0.711652], [-0.564733, 1.186564, 5.348555], [-2.177697, -5.157794, -1.238492], [-2.855024, 2.340523, 1.371414], [1.018819, 4.882313, -6.061904], [-4.591280, -0.120065, 2.407245], [8.800004, -0.953172, 3.092891], [-9.035278, -1.513948, -2.386178], [-0.542110, -1.311638, 3.204253], [5.797304, 0.730819, -8.059086], [-9.587833, -0.237278, -2.654074], [0.290920, 0.713015, 6.374366], [3.317321, 1.353565, 3.900537], [-9.090616, -1.699342, 0.879908], [8.431949, -2.036603, 3.927382], [-3.289747, -2.087040, -0.238473], [-5.852193, -0.142281, 1.752221], [-1.723675, 1.829380, 2.075859], [2.852891, 2.069021, -1.656780], [-2.553372, -6.379673, -0.638669], [2.249762, 5.571526, -6.218833], [0.947265, -1.329599, 3.329068], [4.975058, -0.860983, 3.095428], [5.317032, 2.449059, -4.861916], [-4.665725, 0.316513, 3.262712], [-6.613807, -0.679661, 2.319790], [-0.805483, -1.081629, 2.252812], [3.805569, 2.306927, 4.103742], [-2.796805, -6.265306, 0.422152], [5.908822, -0.993168, 2.553153], [-3.464582, 1.600874, 1.258167], [3.694047, 2.605916, -1.204117], [-0.077771, 0.973122, 7.372586], [6.158226, 3.130417, -4.742396], [8.996066, -1.286320, 2.211110], [1.944368, 2.330849, -1.106336], [5.697741, 1.485106, -5.208065], [3.472194, 0.706877, 4.767348], [-1.413970, -4.796459, -0.773525], [2.975439, 5.065617, -5.588345], [-6.227836, 0.862636, 1.539299], [5.226289, -0.599231, 4.124250], [-8.370316, -1.357648, 0.141509], [-3.446236, -6.726737, -1.157893], [-1.988621, 1.522136, 3.093489], [5.824284, 0.372100, -9.092820], [1.223411, -0.645896, 4.140404], [-2.588020, -2.506242, -0.956289], [-10.029550, -1.897717, 0.356209], [-5.694106, -0.656645, 0.805600], [3.672752, 2.482925, -5.914513], [3.141902, 0.369717, -0.788502], [2.736907, 2.409467, -2.688037], [-10.337060, -0.268556, -3.450658], [-8.822578, 0.498740, -2.915338], [-3.999154, -1.460055, -0.794990], [1.259203, -2.320544, 3.682407], [-1.781077, -7.149682, -0.736824], [2.351151, -1.763372, 0.583062], [-3.843555, -2.922780, 0.206266], [-9.839093, -0.941631, 2.529066], [-0.566021, 2.149326, 5.339467], [-8.568311, -1.832235, -3.165971], [-0.893423, -0.529657, 3.750381], [4.836839, 2.312452, -3.890907], [7.640396, 0.289346, -7.575298], [1.313534, 1.082826, 6.258155], [7.585882, -2.603348, 3.530551], [2.242666, 1.536156, 3.834004], [5.904047, 1.818388, -8.048614], [2.180205, 6.621199, -5.916923], [0.348578, 5.304503, -6.608840], [8.125619, -1.604164, 4.878288], [-8.722018, -2.632086, 1.316642], [4.822249, 0.487957, -7.640358], [9.268734, -2.719800, 4.109402], [-10.074559, 0.091816, -1.737034], [-3.120368, -0.978005, 1.371756], [-1.257772, 0.981179, 1.574220], [4.443088, -1.813137, 3.108331], [0.972323, 0.510331, 1.065744], [2.618192, 5.524803, -7.248920], [-0.988276, 2.630606, 2.128819], [0.314812, -0.370800, 6.278562]], "atomic_forces_ev_per_a": [[0.048, -0.009, 0.056], [0.002, 0.054, -0.186], [-0.105, -0.133, -0.064], [0.115, 0.104, 0.147], [-0.108, 0.049, 0.146], [0.171, -0.023, -0.050], [-0.033, 0.253, -0.006], [-0.194, 0.139, 0.011], [0.123, 0.042, -0.035], [-0.174, -0.124, 0.003], [-0.147, 0.026, -0.082], [0.058, 0.083, 0.025], [0.147, -0.019, -0.124], [0.060, -0.156, -0.091], [-0.026, 0.176, 0.091], [-0.108, 0.027, -0.014], [-0.017, 0.102, 0.023], [0.094, -0.053, 0.018], [-0.088, -0.100, 0.004], [0.040, -0.044, -0.073], [-0.058, -0.016, 0.082], [-0.026, -0.142, -0.059], [-0.140, 0.008, -0.093], [0.005, -0.004, 0.050], [-0.051, 0.098, -0.085], [-0.035, -0.085, 0.071], [0.101, 0.008, -0.036], [-0.053, -0.032, 0.167], [-0.173, 0.087, -0.004], [0.082, 0.000, 0.075], [0.032, -0.052, -0.110], [0.057, -0.011, 0.044], [-0.001, -0.199, -0.035], [0.108, 0.038, -0.059], [0.007, 0.031, -0.009], [0.059, 0.019, -0.074], [0.105, 0.069, 0.028], [0.015, -0.026, 0.001], [-0.022, 0.019, -0.013], [0.001, -0.020, 0.019], [-0.100, 0.023, 0.101], [-0.005, -0.073, 0.020], [-0.008, 0.016, -0.031], [-0.013, -0.049, 0.001], [-0.101, -0.022, -0.015], [0.016, 0.025, 0.006], [0.054, 0.013, 0.032], [0.066, 0.010, 0.028], [-0.005, -0.015, -0.006], [0.012, 0.004, 0.006], [0.003, 0.053, 0.019], [0.027, -0.009, 0.008], [0.080, 0.007, 0.025], [-0.034, -0.002, -0.025], [-0.015, 0.020, 0.036], [-0.037, -0.004, 0.009], [0.049, 0.101, 0.062], [-0.077, -0.167, -0.082], [-0.010, 0.033, 0.023], [0.007, -0.026, 0.001], [0.013, -0.025, -0.002], [0.035, 0.083, 0.057], [0.036, -0.027, -0.045], [0.018, 0.029, -0.013], [0.024, 0.070, 0.110], [0.001, 0.016, 0.018], [0.074, -0.020, -0.115], [0.116, -0.120, -0.002], [-0.049, 0.097, 0.078], [0.033, -0.132, 0.005], [-0.014, 0.008, -0.016], [-0.121, 0.006, 0.042], [-0.023, 0.012, -0.017], [0.001, 0.037, -0.036], [-0.045, 0.052, -0.065], [0.021, -0.010, 0.030], [-0.044, -0.016, 0.027], [0.105, -0.033, 0.069], [0.004, -0.027, -0.001], [-0.003, 0.018, 0.024], [0.009, 0.002, -0.015], [0.008, 0.009, -0.015], [0.005, -0.001, -0.015], [-0.015, -0.155, 0.008], [-0.025, 0.097, -0.102], [0.007, -0.072, 0.027], [0.091, -0.013, -0.041], [-0.032, 0.000, -0.001], [0.002, -0.018, 0.009], [-0.009, 0.012, 0.021]]}

{"formula": "C5H11ClIrNTi", "method": "wB97M-V/def2-TZVPD", "lumo_ev": [0.00, -3.65], "spin_multiplicity": 7, "orbital_gap_ev": [7.985, 5.965], "symbols": ["Ir", "Ti", "Cl", "N", "C", "C", "C", "C", "C", "H", "H", "H", "H", "H", "H", "H", "H", "H", "H", "H"], "positions_angstrom": [[0.224051, -0.893203, 0.177043], [-0.193526, 1.395752, 0.279398], [1.653547, 0.511985, 1.433137], [-1.942179, 2.684063, 2.767319], [-0.652141, -2.029485, 1.571373], [0.638073, 2.507085, -1.291061], [1.465516, -1.831523, -1.067963], [-1.347775, 0.121258, -0.611146], [-1.330665, 2.305513, 1.833760], [-1.309047, -1.427868, 2.226124], [2.218207, -2.394632, -0.472857], [0.135391, 3.495323, -1.396342], [1.716642, 2.675581, -1.099039], [1.971166, -1.098962, -1.737027], [-2.271143, -0.312115, -0.205639], [0.828486, -2.521057, -1.666826], [-1.216481, 0.178482, -1.707922], [0.159503, -2.486343, 2.166200], [0.476447, 1.929685, -2.226590], [-1.224070, -2.809539, 1.028059]], "atomic_forces_ev_per_a": [[0.719, -3.137, 0.136], [1.453, 7.430, 1.756], [0.714, 0.127, 0.619], [1.201, -0.742, -1.885], [-0.779, -1.337, 1.796], [-0.142, 0.308, -0.210], [1.820, -0.842, -1.718], [-2.615, -3.225, -2.609], [-1.380, 0.759, 1.954], [0.225, -0.362, -0.238], [-0.429, 0.202, -0.502], [0.284, -0.513, -0.009], [-0.467, -0.073, -0.284], [-0.212, -0.628, 0.328], [-0.234, 0.744, -0.315], [0.455, 0.258, 0.273], [-0.671, 0.393, 0.345], [-0.494, -0.038, -0.097], [0.327, 0.422, 0.294], [0.222, 0.255, 0.366]]}

{"formula": "C2H3InO2", "method": "wB97M-V/def2-TZVPD", "lumo_ev": -16.02, "orbital_gap_ev": 5.724, "charge": 2, "symbols": ["In", "O", "O", "C", "C", "H", "H", "H"], "positions_angstrom": [[-3.449554, -1.335409, 0.760365], [-1.061524, 0.436371, 0.789935], [-0.318374, -1.477249, -0.015985], [1.001946, 0.531341, -0.332445], [-0.161744, -0.234469, 0.239405], [0.831656, 1.603381, -0.431585], [1.874066, 0.348411, 0.295285], [1.283526, 0.127621, -1.304975]], "atomic_forces_ev_per_a": [[0.763, 0.217, 0.004], [1.672, 1.590, -0.395], [2.397, 2.144, -0.475], [3.329, 2.019, -1.912], [-6.742, -5.039, 1.651], [-0.599, -0.176, 0.398], [-0.211, -0.332, 0.843], [-0.611, -0.422, -0.115]]}

What is the formula in the first record?
C4H7NO2

Please write out number 6 again, unchanged.
{"formula": "C2H3InO2", "method": "wB97M-V/def2-TZVPD", "lumo_ev": -16.02, "orbital_gap_ev": 5.724, "charge": 2, "symbols": ["In", "O", "O", "C", "C", "H", "H", "H"], "positions_angstrom": [[-3.449554, -1.335409, 0.760365], [-1.061524, 0.436371, 0.789935], [-0.318374, -1.477249, -0.015985], [1.001946, 0.531341, -0.332445], [-0.161744, -0.234469, 0.239405], [0.831656, 1.603381, -0.431585], [1.874066, 0.348411, 0.295285], [1.283526, 0.127621, -1.304975]], "atomic_forces_ev_per_a": [[0.763, 0.217, 0.004], [1.672, 1.590, -0.395], [2.397, 2.144, -0.475], [3.329, 2.019, -1.912], [-6.742, -5.039, 1.651], [-0.599, -0.176, 0.398], [-0.211, -0.332, 0.843], [-0.611, -0.422, -0.115]]}